Record 1
DFT (the ωB97M-V functional and the def2-TZVPD basis) results for C46H115CrN8O16 as an isolated structure at a distorted geometry.

Structure (ORCA input):
```
! wB97M-V def2-TZVPD RIJCOSX def2/J DEFGRID3
* xyz 1 5
Cr 3.50483 1.86649 -2.04588
C -0.19696 0.70760 -0.59976
C 1.16928 1.16813 -0.99878
O 1.36858 2.29817 -1.52735
O 2.19979 0.44491 -0.90143
H -0.90202 1.48792 -0.33566
H -0.15982 -0.01661 0.21342
H -0.56798 0.15977 -1.46988
C -1.74202 5.01870 -1.88246
C -0.37138 5.19374 -2.49196
C -0.27174 6.53937 -3.19863
O -1.21786 6.60042 -4.23122
C -1.14377 7.79562 -4.97544
N 0.67425 5.11494 -1.46355
H -1.86039 4.06305 -1.35443
H -2.53066 5.01893 -2.63615
H -2.01280 5.75677 -1.12430
H -0.13694 4.42115 -3.22439
H 0.75507 6.54793 -3.59951
H -0.34230 7.35958 -2.47964
H -0.41253 7.68009 -5.78475
H -0.77654 8.62758 -4.36308
H -2.11420 8.08358 -5.37170
H 0.57040 4.24030 -0.96725
H 1.54866 5.06377 -1.97773
C -1.64289 1.89733 -3.72442
C -2.22324 1.57514 -5.11645
C -1.26022 1.95207 -6.28109
O -0.95208 3.31908 -6.37510
C 0.23485 3.69560 -5.71053
N -2.66644 0.19579 -5.15599
H -2.24249 1.46811 -2.91955
H -1.46728 2.94809 -3.52678
H -0.69445 1.34887 -3.63680
H -3.02279 2.29792 -5.30336
H -1.73561 1.65964 -7.22010
H -0.36134 1.31687 -6.20537
H 1.06391 3.44977 -6.39100
H 0.37477 3.18876 -4.75481
H 0.23543 4.78013 -5.61046
H -3.14477 -0.00627 -6.03060
H -1.83607 -0.39393 -5.13978
C -0.42615 3.03186 1.95024
O -0.24764 2.61228 3.28217
C -0.49748 1.21642 3.33832
C -0.39337 0.73684 4.76831
N 0.96803 0.45127 5.21783
C 1.10465 0.13592 6.62891
C 2.60712 0.23248 6.95355
O 3.03277 1.55855 6.73363
C 4.33432 1.74841 7.29963
H -1.35846 2.69057 1.48792
H 0.42451 2.67747 1.35539
H -0.46994 4.11975 1.88556
H 0.19911 0.66274 2.69847
H -1.52970 0.97246 3.06391
H -1.00325 -0.16104 4.88681
H -0.81524 1.52085 5.41394
H 1.60360 1.17659 4.91970
H 0.71766 -0.85883 6.84914
H 0.57530 0.91731 7.19419
H 3.15886 -0.46943 6.32236
H 2.70098 -0.07532 8.00189
H 5.07966 1.08768 6.84518
H 4.23346 1.55343 8.36738
H 4.63286 2.76712 7.06264
C -4.89748 3.93754 0.06481
O -4.93812 2.57951 0.43070
C -4.19277 1.71972 -0.37676
C -4.77953 0.31504 -0.31113
N -4.83820 -0.26828 1.01374
C -3.58431 -0.81046 1.49593
C -3.81013 -1.27557 2.93303
O -3.93584 -0.15401 3.78025
C -4.00207 -0.55094 5.14350
H -5.31978 4.18068 -0.91385
H -3.85712 4.27154 0.14752
H -5.48250 4.50267 0.78947
H -3.10906 1.75974 -0.16333
H -4.15350 2.02866 -1.43500
H -4.35622 -0.34692 -1.07048
H -5.80992 0.40761 -0.67534
H -5.26897 0.40750 1.63201
H -2.76524 -0.07560 1.59036
H -3.24110 -1.61465 0.84589
H -2.91868 -1.83478 3.25452
H -4.68147 -1.93760 2.95026
H -3.12720 -1.16355 5.38575
H -4.90847 -1.12807 5.33627
H -3.97144 0.36757 5.72343
C 2.21303 0.20621 -4.53603
O 3.15799 0.32489 -3.47866
C 4.29168 -0.55671 -3.54057
C 5.08479 -0.47759 -2.26888
N 5.45491 0.93055 -1.92016
C 6.03727 0.99824 -0.55232
C 5.61214 2.29590 0.12357
O 4.21410 2.36529 -0.01399
C 3.61355 3.37596 0.80172
H 1.34359 0.78609 -4.23687
H 1.94118 -0.84968 -4.58450
H 2.48561 0.48527 -5.55601
H 4.97115 -0.32858 -4.37023
H 3.84989 -1.54599 -3.67260
H 6.03806 -1.00898 -2.27646
H 4.45623 -0.88383 -1.47226
H 6.21456 1.22972 -2.52673
H 7.12012 0.88674 -0.55309
H 5.57875 0.23777 0.08588
H 6.18546 3.11294 -0.33625
H 5.88537 2.23180 1.18042
H 3.67195 3.07066 1.84743
H 2.59208 3.59724 0.50374
H 4.16827 4.31471 0.70334
C 3.03044 -2.39295 1.28291
O 3.91954 -1.55426 1.98749
C 3.30958 -0.33343 2.41209
C 4.12411 0.31631 3.49771
N 5.50165 0.45276 3.02923
C 6.41080 0.69144 4.15357
C 7.84887 0.83694 3.68241
O 8.29810 -0.37608 3.13275
C 9.65969 -0.29438 2.76404
H 2.61174 -1.79211 0.46491
H 2.24644 -2.77267 1.94764
H 3.51571 -3.27482 0.86657
H 2.29053 -0.55026 2.74767
H 3.24229 0.26809 1.50203
H 4.05142 -0.29180 4.40795
H 3.68431 1.29566 3.70453
H 5.79971 -0.43366 2.62984
H 6.33823 -0.10404 4.90768
H 6.11053 1.61352 4.65957
H 8.49570 1.16900 4.50071
H 7.83811 1.63821 2.92904
H 10.26928 -0.01526 3.63495
H 9.83475 0.44561 1.98331
H 10.03089 -1.29613 2.55974
C -8.33096 0.42510 -6.03639
O -7.64322 -0.72859 -5.60908
C -6.67468 -0.46234 -4.62220
C -5.91099 -1.73373 -4.30116
N -4.63646 -1.41987 -3.66551
C -3.92826 -2.62344 -3.30710
C -2.56128 -2.34987 -2.66748
O -1.58085 -2.24777 -3.68480
C -0.24628 -2.16873 -3.30631
H -8.93790 0.21282 -6.91266
H -7.61897 1.21032 -6.32341
H -8.94990 0.75612 -5.19347
H -7.17174 -0.06377 -3.73024
H -5.98202 0.29944 -5.00563
H -5.73329 -2.25221 -5.25196
H -6.48033 -2.33676 -3.59429
H -4.01805 -0.80736 -4.20054
H -3.75091 -3.34099 -4.12362
H -4.49394 -3.17675 -2.54949
H -2.31177 -3.17155 -1.98646
H -2.65227 -1.44971 -2.04536
H -0.04055 -2.87298 -2.49272
H 0.06749 -1.15286 -3.02276
H 0.42991 -2.40630 -4.13161
C -0.87216 -3.46539 0.42360
O -2.00447 -4.29400 0.55533
C -1.70730 -5.64836 0.85762
C -2.00681 -5.95657 2.32397
N -2.10778 -7.38645 2.55436
C -0.85809 -8.04152 2.90468
C -1.10620 -9.52960 3.09605
O -2.04327 -9.73883 4.10898
C -2.23541 -11.09649 4.41090
H -0.32082 -3.46259 1.37074
H -1.22679 -2.48774 0.10396
H -0.13639 -3.79871 -0.32108
H -0.70797 -5.98730 0.56510
H -2.40482 -6.23802 0.26168
H -3.01654 -5.55806 2.45741
H -1.33661 -5.45375 3.03050
H -2.85566 -7.67675 3.16107
H -0.43494 -7.64507 3.84177
H -0.05577 -7.91150 2.17545
H -0.09873 -9.90216 3.34296
H -1.43133 -10.00532 2.16363
H -1.33985 -11.64358 4.72879
H -2.58162 -11.60272 3.49970
H -2.97034 -11.20965 5.20324
*
```

- Gap between HOMO and LUMO (spin up / spin down): 0.2485 / 0.2364 Ha
- LUMO energy (spin up / spin down): -3.00 / -3.33 eV

Record 2
DFT (the ωB97M-V functional and the def2-TZVPD basis) results for a 10-piece molecular cluster, C46H116F6N14O21P4S2 overall at a distorted geometry.

Structure (ORCA input):
```
! wB97M-V def2-TZVPD RIJCOSX def2/J DEFGRID3
* xyz 0 1
C 0.62705 -1.66080 -1.26693
C -0.65368 -1.79493 -2.08498
C -1.69339 -0.86644 -1.44025
O -1.26248 0.48717 -1.49450
C -2.19797 1.34964 -0.83790
N -0.37551 -1.34728 -3.52696
H -0.00439 -2.15088 -4.01340
H -1.21112 -0.98581 -3.96421
H 0.26241 -0.56425 -3.52182
H 1.44869 -2.24031 -1.68786
H 0.39430 -2.04276 -0.27293
H 0.94413 -0.61837 -1.23663
H -1.00900 -2.81385 -2.23872
H -1.99710 -1.30984 -0.49196
H -2.49299 -0.87294 -2.18100
H -2.36266 1.19796 0.22886
H -3.13055 1.34755 -1.40215
H -1.89261 2.39501 -0.88337
C 4.95956 -5.05685 -6.77843
F 4.48275 -3.77387 -6.62860
F 6.13484 -4.93879 -7.41972
F 5.27774 -5.64075 -5.66724
S 3.77493 -6.16915 -7.73572
O 3.12598 -5.37792 -8.73980
O 4.58188 -7.33196 -8.14701
N 2.60746 -6.38142 -6.51602
S 2.44633 -7.92119 -6.44779
O 1.80669 -8.48075 -7.60597
O 3.63022 -8.63103 -6.00222
C 1.18523 -8.21627 -5.01884
F 0.03945 -7.63206 -5.32340
F 0.95429 -9.55473 -4.89545
F 1.71804 -7.70024 -3.95648
O 12.06152 -8.07765 3.34848
P 10.73227 -8.76498 3.23999
N 9.54380 -8.08570 2.20405
C 9.70995 -6.76282 1.66163
C 8.28579 -8.71177 1.76390
N 10.00269 -8.96945 4.74155
C 10.37840 -7.97516 5.73757
C 8.89285 -9.77325 5.03383
N 10.86926 -10.35623 2.62975
C 11.50821 -11.45321 3.36933
C 11.21862 -10.41367 1.19502
H 10.51778 -6.30703 2.23414
H 8.82294 -6.13881 1.77078
H 9.96300 -6.71753 0.60237
H 8.43517 -9.76390 1.52138
H 7.84831 -8.18506 0.91580
H 7.58050 -8.76894 2.59299
H 10.05616 -6.95892 5.51054
H 10.05814 -8.27466 6.73548
H 11.45865 -8.02481 5.87430
H 7.96497 -9.23036 4.85384
H 8.77483 -10.57665 4.30670
H 8.97629 -10.24638 6.01225
H 11.24868 -12.46463 3.05666
H 12.57882 -11.25639 3.42545
H 11.13147 -11.48533 4.39165
H 12.03364 -9.72497 0.97243
H 10.40452 -10.15016 0.51981
H 11.49262 -11.43701 0.93851
O -6.09855 -1.81864 -7.39248
P -7.03210 -2.84988 -7.98605
N -8.10113 -3.40670 -6.77325
C -8.59063 -2.50594 -5.76718
C -7.86095 -4.70154 -6.12772
N -6.33512 -4.27976 -8.73170
C -5.05868 -4.12421 -9.32250
C -7.20849 -5.31647 -9.37402
N -8.10397 -2.23691 -9.14785
C -9.55342 -2.60696 -9.21202
C -7.65570 -1.09362 -9.95331
H -9.46517 -2.96055 -5.30174
H -8.80294 -1.50624 -6.14612
H -7.78578 -2.29647 -5.06259
H -7.02416 -4.57279 -5.44122
H -7.62120 -5.46976 -6.86288
H -8.81515 -4.92176 -5.64906
H -4.76651 -5.08408 -9.74838
H -5.13356 -3.37338 -10.10912
H -4.33708 -3.84835 -8.55355
H -7.31987 -5.02635 -10.41878
H -6.72895 -6.28949 -9.26734
H -8.23181 -5.32429 -8.99873
H -9.71403 -3.58579 -8.76013
H -10.07492 -1.83001 -8.65300
H -9.79408 -2.64033 -10.27460
H -6.65869 -0.69925 -9.75691
H -8.20720 -0.19995 -9.66126
H -7.66440 -1.22727 -11.03505
O 7.84830 7.66196 -0.53006
P 6.60007 8.21867 -0.02348
N 6.54315 8.39726 1.67870
C 5.77047 9.46593 2.34154
C 7.27765 7.36036 2.57078
N 5.14582 7.37853 -0.36599
C 3.83846 7.92214 -0.04305
C 5.09894 5.94268 -0.41233
N 6.31229 9.78989 -0.62998
C 7.43686 10.76520 -0.40492
C 5.52846 10.12854 -1.86981
H 4.69767 9.27431 2.31923
H 5.93857 10.35638 1.73580
H 6.03183 9.74107 3.36334
H 6.52447 6.68475 2.97622
H 7.74558 7.90529 3.39066
H 8.09200 6.84769 2.05883
H 3.20542 7.64904 -0.88731
H 3.45232 7.51448 0.89118
H 3.84529 9.00201 0.10510
H 6.01994 5.56570 -0.85702
H 4.91867 5.56472 0.59403
H 4.32144 5.67837 -1.12909
H 7.10295 11.79753 -0.50920
H 7.74603 10.71628 0.63917
H 8.31427 10.56622 -1.02027
H 5.28885 11.19176 -1.85457
H 4.65372 9.49217 -2.00388
H 6.15262 9.90256 -2.73436
O 1.27130 -0.61459 9.50901
P 1.52313 -0.36775 8.02542
N 1.39914 1.21906 7.44710
C 0.70825 2.27425 8.23383
C 1.55041 1.56272 6.01171
N 0.38552 -1.15660 7.01665
C 0.52531 -2.58002 6.76624
C -1.04481 -0.60385 6.79918
N 3.08877 -0.88151 7.48287
C 4.19678 -1.32599 8.38840
C 3.49771 -0.82112 6.06480
H 0.94793 2.18192 9.29314
H -0.37360 2.17992 8.14004
H 0.94114 3.26405 7.84121
H 2.56597 1.86220 5.75275
H 0.90481 2.39807 5.74060
H 1.19159 0.84272 5.27622
H -0.08336 -3.12435 7.48826
H 0.08632 -2.81346 5.79624
H 1.55179 -2.93734 6.84847
H -1.51388 -0.92566 5.86939
H -1.73017 -0.99168 7.55282
H -1.06768 0.48248 6.71286
H 4.17163 -2.40706 8.52541
H 5.16074 -1.04311 7.96549
H 3.97856 -0.98298 9.39974
H 2.64448 -1.05842 5.42936
H 4.22109 -1.61247 5.86834
H 3.86272 0.16739 5.78601
C -9.51567 -8.66835 4.12370
C -8.14222 -8.15872 3.68590
O -8.30286 -6.74450 3.55411
C -7.49726 -6.04750 2.67913
O -6.44014 -6.41795 2.15676
O -8.04420 -4.78196 2.43128
C -9.26143 -4.29855 2.97465
H -9.76700 -8.29890 5.11790
H -9.60028 -9.75505 4.12869
H -10.31565 -8.37548 3.44371
H -7.95045 -8.72140 2.77228
H -7.38376 -8.43824 4.41714
H -9.54469 -3.37782 2.46462
H -9.14697 -4.08126 4.03663
H -10.03987 -5.05527 2.87711
C -8.03547 4.93175 6.70383
C -7.39561 5.33203 5.44575
O -7.97090 4.76858 4.31674
C -9.18759 5.11024 3.87297
O -9.93112 6.01286 4.29043
O -9.35957 4.32812 2.81276
C -10.59160 4.36480 2.19436
H -9.11168 5.06308 6.59146
H -7.67363 5.45612 7.58826
H -7.92764 3.87453 6.94621
H -6.37625 4.95114 5.38312
H -7.39597 6.41914 5.36649
H -10.75098 3.64905 1.38789
H -10.72462 5.36021 1.77059
H -11.43835 4.14203 2.84358
C -3.18880 5.74214 -6.29847
C -1.85946 5.08016 -6.72123
O -0.74353 5.93424 -6.90529
C 0.50468 5.37802 -6.84157
O 0.81878 4.25403 -6.53907
O 1.42803 6.31500 -7.07169
C 2.79251 5.95074 -7.11698
H -3.95925 4.97226 -6.34088
H -3.43965 6.60956 -6.90899
H -3.03873 6.07496 -5.27143
H -1.91688 4.52572 -7.65792
H -1.72023 4.28194 -5.99215
H 2.99705 5.32244 -7.98387
H 3.07140 5.29293 -6.29382
H 3.47351 6.78953 -7.26114
C -5.22743 12.11534 0.93535
C -3.99926 11.34221 1.57582
O -3.23173 12.19731 2.39857
C -2.53785 11.75474 3.38114
O -2.24888 10.56711 3.67707
O -2.26484 12.91244 4.16007
C -1.52812 12.77769 5.33855
H -5.76099 11.54827 0.17255
H -4.96978 13.07307 0.48317
H -5.78050 12.48347 1.79946
H -3.41161 10.84299 0.80540
H -4.42498 10.49450 2.11272
H -1.77752 13.53864 6.07805
H -0.47236 12.89570 5.09452
H -1.69804 11.87210 5.92092
*
```

- Gap between HOMO and LUMO: 0.2258 Ha
- LUMO energy: -1.55 eV